ORCA calculation (ωB97M-V/def2-TZVPD) on a structure of composition C6H10N2O in a non-equilibrium geometry.

The geometry in ORCA input format:
```
! RIJCOSX wB97M-V def2-TZVPD def2/J DEFGRID3
* xyz 0 1
C 1.775 0.629 -0.022
C 1.798 0.916 -1.528
C 0.836 -0.467 0.303
N 0.792 -1.640 0.522
H 1.479 1.522 0.534
H 2.767 0.325 0.322
H 2.157 0.046 -2.075
H 2.455 1.760 -1.736
H 0.806 1.165 -1.903
C -1.974 -0.725 -0.245
N -1.766 -1.921 0.278
C -1.025 0.385 0.409
C -1.225 0.564 1.739
O -2.648 -0.332 -1.180
H -2.246 -2.664 -0.218
H -0.482 -2.084 0.418
H -0.970 1.270 -0.216
H -1.353 -0.289 2.391
H -1.177 1.539 2.206
*
```

Energy relative to the best compared isomer or geometry (same formula, charge and spin)   75.6 kcal per mole
LUMO energy   -0.701 eV
Gap between HOMO and LUMO   8.6 eV
Largest force on an atom   0.06523 hartree/bohr

ORCA calculation (ωB97M-V/def2-TZVPD) on an isolated molecule of C6H10N2O in a non-equilibrium geometry.

The geometry in ORCA input format:
```
! RIJCOSX wB97M-V def2-TZVPD def2/J DEFGRID3
* xyz 0 3
C 2.066 0.322 0.458
C 0.507 2.126 0.232
C -0.054 -1.624 -0.820
C -0.013 0.141 1.703
C -0.083 -0.105 -0.848
C 0.540 0.623 0.381
N 3.194 0.135 0.438
N -0.008 2.717 -0.741
O 0.571 0.386 -2.041
H 0.920 2.585 1.199
H 0.515 -1.866 -1.735
H 0.060 -1.947 0.250
H -1.025 -1.990 -1.069
H 0.465 0.670 2.508
H -1.186 0.385 1.643
H 0.115 -0.996 1.860
H -1.114 0.228 -0.827
H 0.161 3.629 -0.761
H 0.509 1.408 -2.056
*
```

Energy relative to the best compared isomer or geometry (same formula, charge and spin)   28.6 kcal per mole
LUMO energy (spin up / spin down)   0.736 / -3.694 eV
Gap between HOMO and LUMO (spin up / spin down)   7.0 / 7.0 eV
Largest force on an atom   0.14924 hartree/bohr

ORCA calculation (ωB97M-V/def2-TZVPD) on a cluster of 2 separate species, C6H10N2O2 in total in a non-equilibrium geometry.

The geometry in ORCA input format:
```
! RIJCOSX wB97M-V def2-TZVPD def2/J DEFGRID3
* xyz 0 1
C 2.566 1.685 -0.686
C 1.759 1.758 0.340
C -1.658 0.867 0.020
C -0.440 -0.767 1.515
C 0.344 -0.705 0.282
C -1.137 -0.527 0.180
N 1.291 -1.459 -0.355
N -1.836 -1.462 -0.598
O -2.503 1.179 -1.021
O -1.330 1.726 0.805
H 3.090 2.628 -0.916
H 2.574 0.859 -1.375
H 1.357 2.380 1.031
H -0.617 -1.646 1.959
H -0.452 0.037 2.141
H 1.507 -1.133 -1.265
H 2.084 -1.703 0.207
H -1.313 -2.329 -0.637
H -2.515 0.315 -1.453
H -2.772 -1.702 -0.175
*
```

Energy relative to the best compared isomer or geometry (same formula, charge and spin)   146.5 kcal per mole
LUMO energy (spin up / spin down)   0.681 / 0.677 eV
Gap between HOMO and LUMO (spin up / spin down)   8.6 / 7.7 eV
Largest force on an atom   0.07617 hartree/bohr

ORCA calculation (ωB97M-V/def2-TZVPD) on a structure of composition C6H10N2O2 in a non-equilibrium geometry.

The geometry in ORCA input format:
```
! RIJCOSX wB97M-V def2-TZVPD def2/J DEFGRID3
* xyz 0 1
C 1.849 -2.384 -0.276
C 0.461 -1.881 0.035
O -0.315 -2.690 0.955
C -0.717 -1.540 1.680
C 0.452 -0.922 2.361
N 1.571 -1.637 2.901
C 0.243 -0.629 0.895
C 0.053 0.737 0.370
N 0.903 1.674 0.388
H 1.792 -3.239 -0.962
H 2.408 -1.582 -0.778
H 2.398 -2.674 0.626
H -0.118 -1.815 -0.901
H -1.772 -1.427 1.931
H 0.175 -0.049 2.954
H 1.529 -1.613 3.916
H 1.539 -2.617 2.631
O -1.254 1.178 0.048
H -1.901 0.509 0.301
H 0.342 2.546 0.118
*
```

Energy relative to the best compared isomer or geometry (same formula, charge and spin)   71.4 kcal per mole
LUMO energy   0.607 eV
Gap between HOMO and LUMO   9.7 eV
Largest force on an atom   0.04982 hartree/bohr

Question: Which of these has the lowest energy relative to the best compared isomer or geometry (same formula, charge and spin)?
Answer: number 2

What did the second record say?
ORCA calculation (ωB97M-V/def2-TZVPD) on an isolated molecule of C6H10N2O in a non-equilibrium geometry.

The geometry in ORCA input format:
```
! RIJCOSX wB97M-V def2-TZVPD def2/J DEFGRID3
* xyz 0 3
C 2.066 0.322 0.458
C 0.507 2.126 0.232
C -0.054 -1.624 -0.820
C -0.013 0.141 1.703
C -0.083 -0.105 -0.848
C 0.540 0.623 0.381
N 3.194 0.135 0.438
N -0.008 2.717 -0.741
O 0.571 0.386 -2.041
H 0.920 2.585 1.199
H 0.515 -1.866 -1.735
H 0.060 -1.947 0.250
H -1.025 -1.990 -1.069
H 0.465 0.670 2.508
H -1.186 0.385 1.643
H 0.115 -0.996 1.860
H -1.114 0.228 -0.827
H 0.161 3.629 -0.761
H 0.509 1.408 -2.056
*
```

Energy relative to the best compared isomer or geometry (same formula, charge and spin)   28.6 kcal per mole
LUMO energy (spin up / spin down)   0.736 / -3.694 eV
Gap between HOMO and LUMO (spin up / spin down)   7.0 / 7.0 eV
Largest force on an atom   0.14924 hartree/bohr

Question: Among the records above, which one has the lowest energy relative to the best compared isomer or geometry (same formula, charge and spin)?
Answer: number 2

Question: Among the records above, which one has the highest largest force on an atom?
Answer: number 2